Molecular formula: C24H15GaN4O5
Method: DFT, wB97M-V/def2-TZVPD

## Properties
LUMO = -1.12 eV
E_HOMO = -8.4 eV
HOMO-LUMO gap = 0.2660 Eh

```
49
C24H15GaN4O5, DFT wB97M-V/def2-TZVPD
Ga 0.49598 0.14272 -0.90314
O -3.65347 -0.48537 1.49698
C -2.74924 -0.07872 0.57542
O -2.25810 1.01256 0.56105
C -2.48528 -1.11638 -0.47059
C -3.32573 -2.21122 -0.62704
C -3.14580 -3.04936 -1.72765
C -2.13752 -2.73850 -2.62160
C -1.33023 -1.64365 -2.33202
N -1.47389 -0.86200 -1.29104
C -0.22180 -1.21612 -3.24274
O -0.06760 -1.71090 -4.32202
O 0.50056 -0.25034 -2.72235
H -3.77673 0.27692 2.10772
H -4.12371 -2.36738 0.07580
H -3.79457 -3.89600 -1.88868
H -1.93637 -3.30499 -3.51623
O 0.36913 2.05533 -1.30605
N 1.01500 2.85675 -2.10096
C 2.20167 2.53243 -2.52117
C 2.89618 3.43331 -3.36785
N 3.47704 4.14224 -4.04961
C 2.75865 1.30127 -2.08951
N 2.84805 0.29231 -1.50299
C 4.86614 -0.85733 4.46303
C 4.03185 0.24399 4.33099
C 3.13064 0.31947 3.28791
C 3.04857 -0.70931 2.35326
C 3.90852 -1.79602 2.48128
C 4.80303 -1.87902 3.53214
C 2.17598 -0.66641 1.17213
C 1.06201 0.05442 0.96281
C 0.40276 0.76085 2.09380
C -0.01523 2.08353 2.04310
C -0.62156 2.66793 3.14131
C -0.83608 1.94083 4.29967
C -0.43652 0.61588 4.35602
C 0.17697 0.03488 3.26400
H 5.57115 -0.90816 5.27723
H 4.08728 1.05169 5.04235
H 2.50206 1.19086 3.19100
H 3.87133 -2.58567 1.74861
H 5.45671 -2.73231 3.61576
H 2.56379 -1.28187 0.35679
H 0.13015 2.66613 1.15326
H -0.93300 3.69979 3.08453
H -1.31130 2.40215 5.15226
H -0.60199 0.03378 5.25212
H 0.48565 -0.99779 3.30768
```



Molecular formula: C24H15N4O4PtS5
Method: DFT, wB97M-V/def2-TZVPD

## Properties
⟨S²⟩ = 6.021
Multiplicity = 5
LUMO (alpha / beta) = 2.13 / 0.49 eV
E_HOMO (alpha / beta) = -4.9 / -5.3 eV
HOMO-LUMO gap (alpha / beta) = 0.2602 / 0.2134 Eh
Charge = -1

```
53
C24H15N4O4PtS5, DFT wB97M-V/def2-TZVPD
Pt -0.56691 0.33603 0.28915
C -0.99996 -0.59995 -7.01243
C -1.58496 -0.47359 -5.63641
C -1.06254 0.44433 -4.72828
C -1.55654 0.53225 -3.44051
C -2.58904 -0.30764 -3.05170
C -3.13693 -1.21591 -3.94287
C -2.63300 -1.29128 -5.23078
S -3.18181 -0.24094 -1.39110
O -4.43955 -0.93088 -1.35653
O -3.07700 1.12581 -0.93832
N -2.05636 -1.05603 -0.48270
C -1.70604 -2.30606 -0.88923
C -0.26856 -2.25309 -2.11924
O -0.37043 -3.25314 -2.77735
O 0.38372 -1.25851 -1.93536
H -0.64548 0.36172 -7.38281
H -1.72990 -0.99249 -7.71996
H -0.14845 -1.28314 -7.00101
H -0.24950 1.09224 -5.03084
H -1.13804 1.24073 -2.73690
H -3.95162 -1.85033 -3.62403
H -3.05520 -2.00374 -5.92829
H -2.44235 -2.88933 -1.43812
H -1.16103 -2.85897 -0.12343
S 2.10092 0.24528 0.59209
C 1.75491 1.88807 0.34258
N 0.49385 2.16490 0.09402
C 0.23208 3.51510 -0.02126
C -1.01245 4.08714 -0.25841
C -1.07800 5.46344 -0.36327
C 0.06697 6.25430 -0.24082
C 1.30610 5.68457 -0.00635
C 1.38134 4.30389 0.10781
S 2.77764 3.29432 0.41024
H -1.88757 3.45613 -0.34440
H -2.03463 5.93583 -0.54112
H -0.01476 7.32910 -0.32746
H 2.18937 6.30116 0.08940
S -0.32563 -1.36886 2.11985
C -1.96926 -1.27122 2.70391
C -2.66047 -2.39136 3.14415
C -3.95139 -2.27712 3.64453
C -4.62510 -3.45062 4.11330
N -5.14187 -4.40526 4.49137
C -4.57625 -1.02140 3.67723
C -3.89856 0.09932 3.21444
C -2.59565 -0.00505 2.74390
S -1.71196 1.40459 2.20509
C -5.91061 -0.87364 4.17685
N -6.97674 -0.75210 4.58874
H -2.18833 -3.36360 3.10696
H -4.39088 1.06173 3.22203
```



Molecular formula: C24H16BF4O16
Method: DFT, wB97M-V/def2-TZVPD

## Properties
LUMO = -0.44 eV
E_HOMO = -6.6 eV
HOMO-LUMO gap = 0.2252 Eh
Charge = -1

```
61
C24H16BF4O16, DFT wB97M-V/def2-TZVPD
B 0.83862 0.82443 1.26423
F 1.83362 1.42343 0.61423
F -0.19338 0.50143 0.32323
F 1.20662 -0.37957 1.80323
F 0.27362 1.61543 2.28423
C 7.00762 3.31943 2.67423
C 7.21562 1.90643 3.17723
C 6.34962 0.93643 2.84023
O 6.51462 -0.19057 3.02523
C 5.00762 1.29243 2.22523
C 4.79662 2.75143 1.65023
C 5.90162 3.75443 1.96723
O 5.78162 4.97343 1.49223
O 3.62862 3.21643 1.12023
O 8.33262 1.56243 3.89823
H 7.86562 3.87143 2.65023
H 4.25962 0.70343 2.34223
H 2.91862 2.53343 1.13223
H 8.57162 0.57243 3.77223
C -4.99738 -2.18857 -3.90177
C -4.82838 -3.36157 -3.01377
C -3.91238 -3.35457 -1.86377
O -3.77538 -4.31957 -1.22577
C -2.93838 -2.27557 -1.76777
C -3.03338 -1.03257 -2.82177
C -3.96038 -1.13257 -3.91177
O -3.97638 -0.20657 -4.80677
O -2.08838 0.01043 -2.69277
O -5.62638 -4.42057 -3.16077
H -5.70838 -2.31857 -4.79777
H -2.18438 -2.19857 -1.18277
H -1.29338 -0.35557 -2.22977
H -5.49638 -5.03857 -2.40377
C -2.13338 6.07043 -2.32877
C -0.99538 5.81143 -3.42977
C -0.00438 4.78243 -3.12877
O 0.87262 4.53643 -3.89277
C -0.09938 4.14043 -1.77277
C -1.19138 4.46243 -0.77877
C -2.12838 5.49643 -1.09477
O -3.02138 5.86243 -0.26377
O -1.19038 3.86643 0.51023
O -1.00438 6.37743 -4.69077
H -2.78738 7.04343 -2.46177
H 0.61062 3.46043 -1.64577
H -0.59538 3.26443 0.46323
H -0.17938 5.96343 -4.74977
C -2.56838 -6.09757 2.80723
C -1.78038 -6.60657 1.58223
C -0.82438 -5.77857 0.90723
O -0.11438 -6.18157 -0.04277
C -0.65138 -4.46757 1.42623
C -1.29038 -3.96257 2.69723
C -2.28738 -4.95357 3.48023
O -2.71738 -4.62557 4.59623
O -1.27538 -2.67157 3.10023
O -1.96638 -7.90557 1.08923
H -3.10738 -6.81257 3.12323
H 0.09062 -3.78157 0.83823
H -0.56138 -2.24357 2.91623
H -1.39038 -8.04457 0.26823
```



Molecular formula: C24H16F5NPPdTe4
Method: DFT, wB97M-V/def2-TZVPD

## Properties
LUMO (alpha / beta) = -5.72 / -5.74 eV
E_HOMO (alpha / beta) = -10.5 / -10.4 eV
HOMO-LUMO gap (alpha / beta) = 0.1745 / 0.1719 Eh
Charge = +1

```
52
C24H16F5NPPdTe4, DFT wB97M-V/def2-TZVPD
Pd -1.20009 0.40432 1.86866
N 1.42175 0.66364 1.75477
C 2.10976 0.37198 0.52418
C 3.49809 0.38763 0.46205
C 4.14648 0.08841 -0.72534
C 3.41133 -0.23289 -1.85633
C 2.02794 -0.24041 -1.80772
C 1.36699 0.07929 -0.62135
P -0.44264 0.16160 -0.53737
C -0.81631 1.94298 -0.68669
C -2.16052 2.31929 -0.78661
C -2.51273 3.65926 -0.82619
C -1.52714 4.63391 -0.76725
C -0.18919 4.26529 -0.72288
C 0.17157 2.92717 -0.67709
C -1.00079 -0.52460 -2.11803
C -0.87150 -1.89734 -2.33550
C -1.15629 -2.42903 -3.58213
C -1.58961 -1.60178 -4.60923
C -1.74269 -0.24153 -4.38629
C -1.45024 0.30397 -3.14529
H 1.75060 0.04841 2.49023
H 1.64446 1.60285 2.06448
H 4.07163 0.63418 1.34734
H 5.22763 0.09952 -0.76210
H 3.91375 -0.47694 -2.78271
H 1.45837 -0.48198 -2.69443
H -2.91544 1.55317 -0.91619
H -3.55579 3.93717 -0.90580
H -1.79868 5.68109 -0.77641
H 0.58124 5.02597 -0.73683
H 1.21643 2.64090 -0.67076
H -0.53354 -2.54699 -1.53711
H -1.03570 -3.49057 -3.75272
H -1.80948 -2.01543 -5.58429
H -2.08206 0.40475 -5.18508
H -1.54794 1.36902 -2.99106
Te -3.06162 -1.52396 1.03936
Te -3.90441 0.73914 2.14862
Te -2.18767 1.14007 4.22721
Te -0.77996 3.00392 2.97643
F -0.04830 -2.43023 0.75131
C 0.09432 -2.52726 2.09225
C -0.23465 -1.46363 2.92493
C -0.02684 -1.70615 4.27243
F -0.24870 -0.74569 5.18986
C 0.44292 -2.91126 4.77253
F 0.62959 -3.06232 6.07796
C 0.72277 -3.94899 3.90495
F 1.16548 -5.10805 4.36579
C 0.54729 -3.75216 2.54746
F 0.81012 -4.72970 1.68400
```



For reference, electronic energy by record: -3443.56511 -3553.85156 -2552.08841 -3019.27809 Eh.
For reference, energy above the lowest of the compared OMol25 structures with the same formula, charge and spin by record: 0.9595 0.3793 4.3914 1.9280 eV.